The following is a quantum chemistry calculation of a cluster of 6 separate species, C41H91N5O3 in total at a distorted geometry, from the OMol25 dataset.

Strongest force on any atom = 4.1 eV/A
Relative energy (zero: lowest compared OMol25 entry of this formula, charge and spin) = 0.0000 eV
2S+1 = 2
Charge = +5
Gap between HOMO and LUMO (alpha / beta) = 10.387 / 5.306 eV

Each line ends with the Löwdin spin population.
CARTESIAN COORDINATES (ANGSTROEM)
C: -1.039 3.030 -1.978  0.000
C: -0.148 4.111 -1.350  0.000
C: 1.012 4.606 -2.204  0.000
N: 1.620 5.892 -1.778  0.000
C: 0.840 7.191 -2.129  0.000
C: 2.186 5.779 -0.331  0.000
C: 3.380 4.818 -0.336  0.000
C: 3.967 4.976 -1.760  0.000
C: 3.006 5.929 -2.529  0.000
H: -1.245 3.297 -3.014  0.000
H: -1.911 2.877 -1.343  0.000
H: -0.559 2.051 -1.984  0.000
H: 0.193 3.792 -0.365  0.000
H: -0.640 5.029 -1.028  0.000
H: 0.684 4.755 -3.233  0.000
H: 1.756 3.817 -2.316  0.000
H: 0.546 7.169 -3.178  0.000
H: 1.420 8.101 -1.974  0.000
H: -0.070 7.346 -1.549  0.000
H: 2.458 6.812 -0.117  0.000
H: 1.319 5.560 0.293  0.000
H: 4.126 5.179 0.372  0.000
H: 3.083 3.804 -0.068  0.000
H: 4.991 5.329 -1.642  0.000
H: 3.952 4.128 -2.443  0.000
H: 3.474 6.910 -2.438  0.000
H: 2.743 5.748 -3.571  0.000
C: -7.338 -2.346 4.940  0.000
C: -6.204 -2.411 3.982  0.000
C: -4.949 -1.618 4.558  0.000
N: -3.757 -1.492 3.484  0.000
C: -4.122 -0.805 2.215  0.000
C: -3.115 -2.820 3.149  0.000
C: -1.984 -2.901 4.157  0.000
C: -1.715 -1.581 4.939  0.000
C: -2.604 -0.630 4.125  0.000
H: -7.028 -3.000 5.755  0.000
H: -8.247 -2.820 4.571  0.000
H: -7.508 -1.355 5.361  0.000
H: -6.513 -1.916 3.061  0.000
H: -6.013 -3.428 3.640  0.000
H: -4.488 -2.092 5.424  0.000
H: -5.169 -0.594 4.858  0.000
H: -3.173 -0.658 1.699  0.000
H: -4.647 0.124 2.437  0.000
H: -4.702 -1.526 1.640  0.000
H: -2.673 -2.665 2.164  0.000
H: -3.911 -3.565 3.139  0.000
H: -1.147 -3.441 3.715  0.000
H: -2.413 -3.613 4.862  0.000
H: -0.702 -1.178 4.972  0.000
H: -2.183 -1.605 5.923  0.000
H: -1.922 -0.156 3.419  -0.001
H: -2.907 0.252 4.690  0.000
C: 3.767 2.716 2.660  0.001
C: 3.677 2.229 4.166  0.000
C: 2.221 1.919 4.649  0.000
N: 2.197 1.309 6.056  0.000
C: 2.912 2.243 7.113  0.000
C: 2.865 -0.119 5.990  0.000
C: 1.897 -1.131 6.519  0.000
C: 1.052 -0.345 7.456  0.000
C: 0.832 0.966 6.750  0.000
H: 3.493 1.900 1.992  0.000
H: 4.769 2.952 2.302  0.000
H: 3.022 3.454 2.362  0.000
H: 4.165 3.014 4.745  0.000
H: 4.334 1.375 4.331  0.000
H: 1.540 1.343 4.021  0.000
H: 1.735 2.843 4.962  0.000
H: 2.423 3.212 7.018  0.000
H: 3.953 2.267 6.791  0.000
H: 2.863 1.805 8.110  0.000
H: 3.747 -0.110 6.631  0.000
H: 3.082 -0.272 4.933  0.000
H: 2.435 -1.974 6.952  0.000
H: 1.409 -1.531 5.630  0.000
H: 1.368 -0.210 8.491  0.000
H: 0.081 -0.819 7.601  0.000
H: 0.324 1.725 7.346  0.000
H: 0.156 0.751 5.923  0.000
C: 5.312 -3.325 -6.779  0.000
C: 4.841 -2.748 -5.408  0.000
C: 3.482 -2.044 -5.593  0.000
N: 3.167 -0.801 -4.698  0.000
C: 4.089 0.376 -5.122  0.000
C: 1.645 -0.386 -4.782  0.000
C: 1.309 0.403 -3.516  0.000
C: 2.334 -0.262 -2.482  0.000
C: 3.340 -1.108 -3.201  0.000
H: 6.244 -3.862 -6.602  0.000
H: 5.466 -2.658 -7.627  0.000
H: 4.549 -3.946 -7.247  0.000
H: 5.574 -2.065 -4.979  0.000
H: 4.773 -3.589 -4.718  0.000
H: 2.688 -2.771 -5.421  0.000
H: 3.366 -1.652 -6.604  0.000
H: 5.131 0.259 -4.822  0.000
H: 3.878 1.151 -4.385  0.000
H: 3.939 0.581 -6.182  0.000
H: 1.621 0.212 -5.693  0.000
H: 1.137 -1.347 -4.863  0.000
H: 1.595 1.410 -3.819  0.000
H: 0.283 0.336 -3.154  0.000
H: 2.896 0.517 -1.967  0.000
H: 1.751 -0.878 -1.798  0.000
H: 4.334 -1.029 -2.760  0.000
H: 3.234 -2.187 -3.091  0.000
C: -2.467 0.236 -3.466  0.000
C: -3.398 -0.994 -3.495  0.000
C: -2.692 -2.216 -2.801  0.000
N: -3.535 -3.552 -3.021  0.000
C: -4.767 -3.551 -2.125  0.000
C: -2.642 -4.740 -2.688  0.000
C: -2.533 -5.806 -3.841  0.000
C: -3.757 -5.464 -4.624  0.000
C: -3.868 -3.910 -4.533  0.000
H: -1.597 0.145 -4.117  0.000
H: -2.338 0.633 -2.459  0.000
H: -3.075 0.921 -4.057  0.000
H: -3.754 -1.288 -4.482  0.000
H: -4.311 -0.705 -2.974  0.000
H: -2.498 -2.063 -1.740  0.000
H: -1.745 -2.489 -3.268  0.000
H: -4.464 -3.175 -1.149  0.000
H: -5.259 -4.510 -1.958  0.000
H: -5.435 -2.826 -2.590  0.000
H: -3.105 -5.222 -1.827  0.000
H: -1.605 -4.476 -2.477  0.000
H: -2.480 -6.784 -3.362  0.000
H: -1.588 -5.764 -4.382  0.000
H: -4.654 -5.782 -4.093  0.000
H: -3.774 -5.860 -5.639  0.000
H: -4.800 -3.395 -4.767  0.000
H: -3.011 -3.647 -5.153  0.000
O: 0.057 -0.088 -0.211  0.047
C: 0.422 -0.334 1.015  0.022
O: -0.279 -1.243 1.522  0.329
O: 1.299 0.314 1.599  0.600
H: -0.656 -0.655 0.090  0.004